[1]
C22H24ClN3O3S2 | ωB97M-V with the def2-TZVPD basis set

Summary:
* structure (SMILES): CN(C)[C@@H](CNC(=O)c1cc(S(=O)(=O)N(C)c2ccccc2)ccc1Cl)c1cccs1
* total energy: -68009.21280 eV
* Kohn-Sham gap: 8.86 eV
* HOMO: -8.593 eV
* 2S+1: 1

```
55
Properties=species:S:1:pos:R:3:nbo_charge:R:1
Cl -2.6212 3.9506 -1.6382 0.057
S -1.7197 -2.1566 -2.5040 2.331
S -1.5886 -0.8295 2.4961 0.445
O -1.5632 2.9811 0.9706 -0.603
O -1.3662 -2.8223 -1.2904 -0.927
O -2.6781 -2.7606 -3.3756 -0.929
N -0.3157 -1.8916 -3.4032 -0.690
N 0.2909 1.7881 0.4622 -0.620
N 0.9413 1.4398 4.1291 -0.430
C -0.5727 -1.4031 -4.7378 -0.429
C 0.2504 1.2566 2.8597 -0.111
C 2.4195 -1.6338 -0.9676 -0.203
C -2.9805 0.2468 -3.0188 -0.169
C -0.9856 2.1877 0.2607 0.669
C 1.3843 -2.1414 -1.7294 -0.215
C -1.0372 -2.3376 1.8844 -0.407
C 0.7402 -1.3324 -2.6619 0.209
C -1.5053 0.1661 -1.1169 -0.105
C -2.1684 -0.4611 -2.1517 -0.377
C 2.1847 0.4912 -2.0473 -0.215
C -2.4584 2.2524 -1.8055 0.016
C 0.2980 -2.3324 1.6535 -0.250
C 0.0735 1.1885 5.2625 -0.410
C 1.1509 -0.0110 -2.8199 -0.272
C -1.6390 1.5376 -0.9275 -0.182
C 2.1911 0.7236 4.2705 -0.416
C 0.9572 2.0334 1.7236 -0.209
C -3.1323 1.6102 -2.8394 -0.236
C 0.9009 -1.0925 1.9670 -0.291
C 0.0175 -0.1704 2.4423 -0.208
C 2.8211 -0.3157 -1.1188 -0.236
H -3.4925 -0.2806 -3.8082 0.245
H 2.9261 -2.2740 -0.2615 0.218
H 1.9985 1.7356 1.6178 0.198
H -0.2298 0.1347 5.3464 0.171
H 0.6010 1.4695 6.1730 0.200
H 1.9509 -0.9003 1.8378 0.221
H 0.8334 -3.1801 1.2682 0.223
H -0.9145 -0.4421 -0.4491 0.248
H -0.8200 1.8038 5.1757 0.204
H 0.9063 3.0987 1.9567 0.231
H -1.7372 -3.1302 1.7179 0.244
H 2.4940 1.5181 -2.1766 0.224
H -0.9591 -0.3775 -4.7563 0.185
H 2.6814 1.0743 5.1783 0.205
H -0.7313 1.7278 2.9792 0.234
H 1.0543 -3.1601 -1.6150 0.240
H -3.7628 2.1866 -3.4975 0.237
H -1.3168 -2.0657 -5.1738 0.244
H 0.6763 1.0692 -0.1316 0.416
H 0.6677 0.6295 -3.5414 0.224
H 0.3479 -1.4542 -5.3176 0.220
H 2.8436 0.9424 3.4290 0.190
H 2.0592 -0.3656 4.3475 0.174
H 3.6340 0.0786 -0.5271 0.218
```

[2]
C22H24ClN3O5S | ωB97M-V with the def2-TZVPD basis set

Summary:
* structure (SMILES): Cc1cc(O[C@H](C)C(=O)Nc2ccc(S(=O)(=O)Nc3onc(C)c3C)cc2)cc(C)c1Cl
* total energy: -61268.78232 eV
* Kohn-Sham gap: 9.04 eV
* HOMO: -8.706 eV
* 2S+1: 1

```
56
Properties=species:S:1:pos:R:3:nbo_charge:R:1
Cl 4.4224 1.2951 1.8419 -0.020
S -2.0950 -0.4112 -4.1191 2.311
O -3.2691 0.1912 -4.6647 -0.923
O -0.5248 -0.9627 4.0300 -0.527
O -3.0718 1.0142 2.5359 -0.595
O 0.1520 1.6450 -2.2584 -0.292
O -1.5596 -1.5832 -4.7357 -0.925
N 1.1947 1.3467 -1.4324 -0.151
N -1.9138 -0.8076 1.7686 -0.611
N -0.8957 0.8151 -4.1821 -0.849
C -2.2200 -0.6480 -2.3592 -0.396
C 4.2492 -1.3200 3.2975 -0.634
C 2.9384 0.6664 2.4876 0.013
C 1.7345 2.6845 1.5784 -0.660
C 2.9689 -0.5613 3.1466 -0.027
C -1.4524 -1.6300 -1.7618 -0.111
C -2.9278 0.2696 -1.6078 -0.160
C -2.7401 -1.0883 4.8690 -0.609
C -2.8686 0.2167 -0.2283 -0.240
C -1.7350 -0.2330 4.0985 0.003
C 1.4929 -1.3497 -3.9244 -0.649
C 0.1147 0.7284 -3.2517 0.445
C 1.7815 -1.0590 3.6529 -0.290
C 1.7661 1.3966 2.3324 -0.008
C -2.3191 0.0857 2.7135 0.669
C 1.7695 0.2691 -1.8960 0.174
C 1.1190 -0.1865 -3.0784 -0.157
C -2.0717 -0.7478 0.3902 0.189
C 2.9415 -0.3501 -1.2332 -0.651
C 0.5922 -0.3480 3.5182 0.383
C 0.5924 0.8748 2.8655 -0.334
C -1.3799 -1.6823 -0.3848 -0.257
H 1.7550 -2.2005 -3.2979 0.215
H 1.7598 -2.0071 4.1667 0.220
H 2.6237 3.2775 1.7776 0.225
H 2.6734 -1.3333 -0.8486 0.224
H -2.8928 -2.0355 4.3574 0.213
H 0.8530 3.2617 1.8427 0.216
H -2.3618 -1.2879 5.8676 0.226
H 4.9752 -0.7259 3.8507 0.230
H 3.2744 0.2753 -0.4120 0.243
H -3.4080 0.9277 0.3746 0.263
H 0.6661 -1.6179 -4.5754 0.259
H -1.2876 -1.5316 2.1043 0.415
H 1.6962 2.4685 0.5084 0.270
H 3.7513 -0.4741 -1.9494 0.228
H 4.0836 -2.2545 3.8256 0.216
H -1.3430 1.7215 -4.1860 0.421
H -0.7716 -2.4327 0.0990 0.215
H -1.5826 0.7196 4.6245 0.209
H -3.6867 -0.5608 4.9394 0.232
H -0.9254 -2.3322 -2.3870 0.235
H 4.6791 -1.5345 2.3200 0.226
H -3.5210 1.0154 -2.1129 0.240
H -0.3149 1.4454 2.7455 0.226
H 2.3596 -1.1038 -4.5380 0.224
```